## i
Density functional theory data (wB97M-V/def2-TZVPD) for a gas-phase ion, C7H16N (charge +1).

XYZ file:
```
24
Properties=species:S:1:pos:R:3
C -3.41920 -0.97238 -0.54102
C -2.24168 -1.64226 -0.57435
C -0.95210 -1.31648 0.19427
C -0.12741 -0.70325 -0.89374
C 0.51183 0.63461 -0.79300
C 1.23980 0.94393 0.59732
C 2.33944 0.05158 1.12672
N 1.78638 2.38019 0.61794
H -4.30057 -1.28637 -1.14093
H -3.51296 -0.06241 0.03460
H -2.10307 -2.51597 -1.26851
H -0.47887 -2.28081 0.64024
H -1.11127 -0.92645 1.18006
H -0.73379 -0.66189 -1.85838
H 0.67708 -1.47615 -1.15925
H -0.28383 1.56254 -1.05272
H 1.43942 0.65495 -1.51763
H 0.36722 1.05220 1.23346
H 3.45545 0.06238 0.99592
H 1.89259 -0.93265 0.81882
H 2.30041 -0.06281 2.25348
H 2.87102 2.32280 0.45548
H 1.59784 2.84939 1.61633
H 1.31450 3.06537 -0.25374
```

Computed properties:
Charge ... +1
SMILES ... C=CCCC[C@@H](C)[NH3+]
Highest occupied orbital energy ... -12.2 eV
HOMO-LUMO gap ... 0.3054 hartree
2S+1 ... 1

=====

## ii
Density functional theory data (wB97M-V/def2-TZVPD) for a gas-phase ion, C7H16N (charge +1).

XYZ file:
```
24
Properties=species:S:1:pos:R:3
C 0.71650 -1.82221 1.22870
C -0.31716 -0.80660 1.04458
C -1.48025 -0.74552 2.06126
C -0.29835 0.02116 0.01359
C -1.40968 1.09411 -0.08099
C 0.85080 0.12255 -0.90428
C 0.43299 0.13185 -2.34034
N 1.56398 1.47343 -0.53367
H 1.73007 -1.43628 1.20849
H 0.48843 -2.40110 2.15142
H 0.78271 -2.62932 0.43303
H -1.23924 -0.87182 3.13689
H -1.63980 0.33401 1.92699
H -2.23219 -1.47697 1.89633
H -1.28648 1.73505 0.72748
H -1.23342 1.54795 -1.01897
H -2.30107 0.56951 -0.03104
H 1.58849 -0.64275 -0.72513
H 0.07363 1.04626 -2.58825
H -0.46727 -0.54659 -2.51922
H 1.25630 -0.05911 -3.07308
H 2.42043 1.47924 -1.09510
H 1.63407 1.51313 0.52047
H 0.96556 2.21343 -0.91906
```

Computed properties:
Charge ... +1
SMILES ... CC(C)=C(C)[C@@H](C)[NH3+]
Highest occupied orbital energy ... -13.0 eV
HOMO-LUMO gap ... 0.3488 hartree
2S+1 ... 1

=====

Which is most stable? The ranking, best first, is ii, i.

=====

## i
Density functional theory data (wB97M-V/def2-TZVPD) for a single C4H6OS3 molecule.

XYZ file:
```
14
Properties=species:S:1:pos:R:3
C 2.42181 -0.23437 1.28001
C 1.45383 0.32284 0.26165
S 1.46243 1.86436 -0.24582
S 0.33932 -0.93853 -0.27773
C -0.80827 -0.05637 -1.36126
O -1.79244 0.69463 -0.66127
C -2.78799 0.00442 -0.11313
S -3.98269 0.69657 0.72429
H 1.87764 -0.43310 2.22496
H 3.21753 0.47436 1.45737
H 2.81427 -1.17974 0.94008
H -0.24979 0.69117 -1.95415
H -1.25264 -0.79970 -2.02972
H -2.71301 -1.10654 -0.24529
```

Computed properties:
SMILES ... CC(=S)SCOC=S
Highest occupied orbital energy ... -9.0 eV
HOMO-LUMO gap ... 0.3145 hartree
2S+1 ... 1

=====

## ii
Density functional theory data (wB97M-V/def2-TZVPD) for a molecular structure, C4H6OS3.

XYZ file:
```
14
Properties=species:S:1:pos:R:3
C -0.37655 0.57634 0.67049
C 1.19480 0.83389 0.78082
C -0.20693 -0.73063 -0.04660
C -0.46701 -0.75829 -1.57517
H -2.59911 -0.27272 1.46948
H -0.94574 1.47746 0.27103
H 1.78323 1.77365 -0.34176
H 1.64311 1.25480 1.97031
H -1.00408 -1.52348 0.47614
H 2.03384 -0.90368 -1.48532
O 1.32986 -0.80310 0.35715
S -1.36183 -0.01161 2.11882
S 0.97148 -0.06453 -2.52884
S -1.99507 -0.84809 -2.13654
```

Computed properties:
Highest occupied orbital energy ... -9.0 eV
HOMO-LUMO gap ... 0.3017 hartree
2S+1 ... 1

=====

Which is most stable? The ranking, best first, is i, ii.

=====

## i
Density functional theory data (wB97M-V/def2-TZVPD) for a single C3H4OS2 molecule.

XYZ file:
```
10
Properties=species:S:1:pos:R:3
C 1.20912 -1.60047 -0.97484
C 0.98875 -0.58673 -0.13086
C -0.21954 0.26029 -0.10613
O -0.39795 -3.59706 -2.07054
S 2.48356 -2.80615 -1.27004
S 0.61892 -2.55426 -2.34317
H 1.69789 -0.27043 0.50330
H -1.00046 -0.17855 -0.63057
H -0.02445 1.26513 -0.64460
H -0.70233 0.66232 0.87898
```

Computed properties:
Highest occupied orbital energy ... -9.0 eV
HOMO-LUMO gap ... 0.3194 hartree
2S+1 ... 1

=====

## ii
Density functional theory data (wB97M-V/def2-TZVPD) for a single C3H4OS2 molecule.

XYZ file:
```
10
Properties=species:S:1:pos:R:3
O 1.63752 2.02641 0.03413
C 0.81153 1.21903 -0.30532
C 0.44883 0.00322 0.51030
S 1.26726 -1.45307 -0.15598
C -1.00274 -0.21878 0.73781
S -2.20863 0.13275 -0.25619
H 0.27791 1.25176 -1.31520
H 0.93174 0.09731 1.43408
H 0.48690 -1.83125 -1.16402
H -1.28056 -0.62487 1.71013
```

Computed properties:
SMILES ... O=C[C@H](S)C=S
Highest occupied orbital energy ... -9.2 eV
HOMO-LUMO gap ... 0.3054 hartree
2S+1 ... 1

=====

## iii
Density functional theory data (wB97M-V/def2-TZVPD) for a single C3H4OS2 molecule.

XYZ file:
```
10
Properties=species:S:1:pos:R:3
O -1.46759 1.66886 0.33190
C -1.95373 0.74778 -0.32515
S -1.37361 -0.97105 -0.22828
C 0.08814 -0.63642 0.81564
C 1.31239 -0.71207 -0.02912
S 2.38417 0.47616 -0.19819
H -2.76279 0.85333 -1.01904
H -0.05101 0.36956 1.16413
H 0.16686 -1.36149 1.64812
H 1.53796 -1.68989 -0.39309
```

Computed properties:
SMILES ... O=CSCC=S
Highest occupied orbital energy ... -8.9 eV
HOMO-LUMO gap ... 0.3107 hartree
2S+1 ... 1

=====

## iv
Density functional theory data (wB97M-V/def2-TZVPD) for a single C3H4OS2 molecule.

XYZ file:
```
10
Properties=species:S:1:pos:R:3
O -0.09658 1.37168 -1.04819
C -0.08737 0.50093 0.06871
C 1.40958 -0.20030 0.33345
S 2.08786 -1.09301 -0.79831
C -1.03230 -0.64109 0.22131
S -2.37489 -0.96940 -0.65377
H -0.29187 0.93770 -1.78371
H -0.24506 1.17677 1.02799
H 1.68703 -0.19924 1.31090
H -1.05639 -0.88404 1.32159
```

Computed properties:
SMILES ... OC(C=S)C=S
Highest occupied orbital energy ... -9.0 eV
HOMO-LUMO gap ... 0.2932 hartree
2S+1 ... 1

=====

Which is most stable? The ranking, best first, is iii, ii, i, iv.

=====

## i
Density functional theory data (wB97M-V/def2-TZVPD) for a molecular structure, C6H7Cl.

XYZ file:
```
14
Properties=species:S:1:pos:R:3
C -1.02770 0.79541 -0.89238
C 0.28944 0.93145 -1.14623
C -0.88145 -0.64363 -0.65602
C 0.59519 -0.51327 -0.93615
C 0.04616 -0.83402 0.46167
C 0.27920 0.05113 1.64358
Cl 1.39844 2.21025 -1.59636
H -1.71043 1.61792 -0.64069
H -1.46717 -1.32505 -1.16268
H 1.34300 -1.20400 -1.52600
H 0.09193 -1.90796 0.73175
H 0.85979 1.04351 1.32960
H 0.83225 -0.48334 2.43105
H -0.64866 0.26162 1.95887
```

Computed properties:
Highest occupied orbital energy ... -8.6 eV
HOMO-LUMO gap ... 0.3566 hartree
2S+1 ... 1

=====

## ii
Density functional theory data (wB97M-V/def2-TZVPD) for a single C6H7Cl molecule.

XYZ file:
```
14
Properties=species:S:1:pos:R:3
C 1.38182 0.75939 -1.00914
C 1.06042 -0.48874 -0.69858
C -0.02474 -0.72467 0.21552
C -0.25910 -1.99570 0.61243
C -1.06327 0.33414 0.38720
C -0.84653 1.48677 0.99053
Cl -2.51882 0.14488 -0.57160
H 2.27113 0.98596 -1.68623
H 1.00261 1.64315 -0.49203
H 1.35219 -1.36149 -1.23784
H -1.21120 -2.28610 1.08729
H 0.48673 -2.66815 0.06948
H -1.61937 2.17187 0.82030
H -0.01185 1.99869 1.51267
```

Computed properties:
SMILES ... C=CC(=C)C(=C)Cl
Highest occupied orbital energy ... -9.1 eV
HOMO-LUMO gap ... 0.3549 hartree
2S+1 ... 1

=====

Which is most stable? The ranking, best first, is ii, i.

=====

## i
Density functional theory data (wB97M-V/def2-TZVPD) for 2 unconnected molecules or ions with the total composition C5H11BrN.

XYZ file:
```
18
Properties=species:S:1:pos:R:3
C 1.98119 0.53240 -0.45819
C 0.90518 1.22384 -0.44405
C 0.10012 2.42078 -0.72907
C -0.62331 -1.59274 -0.72780
C -0.73324 -0.54969 0.36729
N -0.49568 -1.17944 1.70866
Br -2.50915 0.33403 0.49835
H 2.05664 -0.51797 -0.07482
H 2.88665 0.91681 -0.91619
H 0.80873 3.30804 -0.68202
H -0.56969 2.61949 0.06657
H -0.42329 2.19968 -1.62166
H 0.33831 -1.53476 -1.18370
H -0.94483 -2.57337 -0.21370
H -1.31982 -1.55179 -1.50751
H -0.99410 -0.71800 2.49449
H -0.99752 -2.13890 1.60077
H 0.53383 -1.19840 1.82259
```

Computed properties:
Charge ... +1
Highest occupied orbital energy (spin up / spin down) ... -12.5 / -12.5 eV
HOMO-LUMO gap (spin up / spin down) ... 0.2980 / 0.2982 hartree
2S+1 ... 1

=====

## ii
Density functional theory data (wB97M-V/def2-TZVPD) for a gas-phase ion, C5H11BrN (charge +1).

XYZ file:
```
18
Properties=species:S:1:pos:R:3
C 2.03195 0.02546 0.49877
C 0.70766 0.39084 -0.17203
Br 1.18723 1.87618 -1.36820
C -0.39179 0.78691 0.83257
C -1.64137 0.37681 0.16099
C -1.36096 -1.01863 -0.34404
N 0.07042 -0.74441 -1.02764
H 2.95413 0.27524 -0.24009
H 2.09968 -0.89648 1.09370
H 2.00346 0.80415 1.26549
H -0.34524 1.88211 1.09934
H -0.10152 0.22846 1.81511
H -2.36304 0.27304 1.01247
H -2.05900 0.94016 -0.71160
H -1.26564 -1.94419 0.20253
H -1.96085 -1.33636 -1.21891
H 0.60957 -1.64332 -1.04769
H -0.17468 -0.27596 -1.85078
```

Computed properties:
Charge ... +1
SMILES ... C[C@]1(Br)CCC[NH2+]1
Highest occupied orbital energy ... -14.6 eV
HOMO-LUMO gap ... 0.4169 hartree
2S+1 ... 1

=====

## iii
Density functional theory data (wB97M-V/def2-TZVPD) for a gas-phase ion, C5H11BrN (charge +1).

XYZ file:
```
18
Properties=species:S:1:pos:R:3
C 0.36822 0.93177 1.22203
N -0.02650 0.38389 -0.09225
C -1.39328 -0.21570 -0.07387
C 0.00709 1.42234 -1.19958
C 0.89780 -0.63634 -0.35987
C 0.73085 -2.17278 0.38442
Br 1.27754 -3.83025 -0.22303
H -0.20746 1.76438 1.56907
H 0.48967 0.06462 1.87483
H 1.47071 1.39012 1.22718
H -1.58020 -0.69210 0.95172
H -2.13716 0.50039 -0.23166
H -1.39103 -1.13823 -0.77784
H -0.15502 0.96450 -2.14603
H -0.84737 1.97560 -0.98517
H 0.86312 2.04745 -1.20484
H 1.69084 -0.58166 -1.04473
H -0.05783 -2.17802 1.10964
```

Computed properties:
Charge ... +1
SMILES ... C[N+](C)(C)/C=C/Br
Highest occupied orbital energy (spin up / spin down) ... -12.7 / -13.2 eV
HOMO-LUMO gap (spin up / spin down) ... 0.3023 / 0.3249 hartree
2S+1 ... 1

=====

Which is most stable? The ranking, best first, is ii, i, iii.

=====

## i
Density functional theory data (wB97M-V/def2-TZVPD) for a single C6H6O4S molecule.

XYZ file:
```
17
Properties=species:S:1:pos:R:3
O 0.39001 2.08618 -0.02752
C 0.43518 0.66444 -0.13898
C 0.66033 -0.04762 1.08896
C 0.01649 -1.12058 1.56410
O -0.88786 -1.81459 0.82984
C -1.51532 -1.10624 -0.21303
O -2.05838 -1.94744 -1.11761
C -2.05882 0.20527 0.09165
S -2.95464 1.14615 0.98294
C -0.83235 0.11434 -0.75507
O -1.09970 0.34698 -2.13740
H -0.40906 2.30293 -0.39148
H 1.33118 0.45323 -0.76485
H 1.30132 0.43793 1.89585
H 0.19889 -1.59995 2.58731
H -2.96656 -2.15631 -0.97881
H -1.25818 -0.45585 -2.76089
```

Computed properties:
SMILES ... O[C@H]1C=CO[C@@]2(O)C(=S)[C@@]12O
Highest occupied orbital energy ... -8.8 eV
HOMO-LUMO gap ... 0.2847 hartree
2S+1 ... 1

=====

## ii
Density functional theory data (wB97M-V/def2-TZVPD) for a single C6H6O4S molecule.

XYZ file:
```
17
Properties=species:S:1:pos:R:3
O 1.73868 1.80942 -0.89934
C 1.68850 0.76555 -0.47057
C 1.94206 -0.31775 0.26267
O 2.17155 0.01550 1.55968
C 0.70268 -1.31358 0.12835
O -0.39316 -0.65051 0.54614
C -0.82217 0.09028 -0.53811
C -1.89670 1.02955 0.03094
O -2.06160 0.74771 1.39596
C -0.47505 -0.48474 -1.75025
S 0.69064 -1.78771 -1.63545
H 2.59977 -0.67689 2.01303
H 0.78654 -2.18362 0.75519
H -2.84475 0.85697 -0.35061
H -1.71204 2.07743 -0.06019
H -1.42867 0.08303 1.79258
H -0.68627 -0.06062 -2.78002
```

Computed properties:
SMILES ... O=C=C(O)[C@H]1OC(CO)=CS1
Highest occupied orbital energy ... -8.1 eV
HOMO-LUMO gap ... 0.3142 hartree
2S+1 ... 1

=====

Which is most stable? The ranking, best first, is i, ii.